Density functional theory data (ωB97M-V/def2-TZVPD) for a molecular structure, H3N3O2 at a distorted geometry.

* E_HOMO (spin up / spin down): -7.59 / -10.22 eV
* 2S+1: 3
* relative energy (zero: lowest compared OMol25 entry of this formula, charge and spin): 55.6 kcal per mole

Cartesian coordinates (Å):
N -2.12874 0.40640 -0.12928
N 0.12255 1.10250 -0.02489
N -0.92541 0.21521 -0.18166
O -0.12390 -1.43657 -0.01063
O -3.08294 -0.29585 0.03817
H 0.95208 0.77600 -0.55759
H 0.47486 1.26322 0.89938
H -0.73554 -1.92383 0.40413